Below is 3 unconnected molecules or ions with the total composition C2H7N3 at a distorted geometry, with properties calculated with ωB97M-V/def2-TZVPD.

Structure (XYZ):
```
12
Properties=species:S:1:pos:R:3
C 0.030 0.485 -0.277
H 1.724 1.178 -0.711
N 0.021 -1.610 1.196
H -1.785 -0.512 0.633
H -1.043 -1.541 -0.739
H -0.285 -1.069 2.579
H 1.453 -1.411 0.902
H 0.068 2.325 -1.138
N -0.546 1.483 -0.959
H -1.521 1.759 -0.767
C -0.737 -0.829 0.168
N 1.330 0.318 -0.251
```

Properties
ΔE to the lowest compared entry with this formula, charge and spin: 118.3 kcal per mole
HOMO: -8.84 eV
LUMO: 0.612 eV
Kohn-Sham gap: 9.454 eV
strongest force on any atom: 5.44 eV Å⁻¹
E: -6652.827 eV

These are the natural (NBO) partial charges, in e, on atoms 1 to 2:
1. C 0.4236
2. H 0.3181

Below is C2H7N3 in the gas phase, with properties calculated with ωB97M-V/def2-TZVPD.

Structure (XYZ):
```
12
Properties=species:S:1:pos:R:3
H -1.450 1.938 1.138
H 1.401 -2.020 -0.052
N 0.775 -0.026 -0.067
H 1.292 0.700 -0.538
H 0.272 2.067 1.096
C 0.937 -1.315 -0.747
H -0.013 -1.700 -1.122
H -2.324 0.003 0.560
N -1.480 -0.480 0.265
N -0.572 1.665 0.731
H 1.670 -1.186 -1.551
C -0.508 0.354 0.287
```

Properties
ΔE to the lowest compared entry with this formula, charge and spin: 1.0 kcal per mole
HOMO: -8.90 eV
LUMO: 0.968 eV
SMILES: [H]/N=C(\N)NC
Kohn-Sham gap: 9.863 eV
strongest force on any atom: 0.74 eV Å⁻¹
E: -6657.913 eV

These are the natural (NBO) partial charges, in e, on atoms 1 to 2:
1. H 0.3880
2. H 0.1934

Below is a gas-phase ion, C2H7N3 (charge +2) at a distorted geometry, with properties calculated with ωB97M-V/def2-TZVPD.

Structure (XYZ):
```
12
Properties=species:S:1:pos:R:3
H 1.841 1.700 2.098
H 0.262 -0.382 -2.134
C 1.180 0.545 0.556
H -0.708 -0.165 0.706
N -1.684 -1.163 -1.399
H 2.139 0.594 0.108
C -0.255 -0.378 -1.174
N 1.093 1.159 1.712
H 0.297 0.921 2.302
N 0.034 -0.073 0.074
H -2.170 -1.470 -0.571
H -2.029 -1.287 -2.279
```

Properties
ΔE to the lowest compared entry with this formula, charge and spin: 50.9 kcal per mole
HOMO: -20.54 eV
net charge: +2
LUMO: -11.458 eV
SMILES: N/C=[NH+]/C=[NH2+]
Kohn-Sham gap: 9.082 eV
strongest force on any atom: 10.49 eV Å⁻¹
E: -6637.013 eV

These are the natural (NBO) partial charges, in e, on atoms 1 to 2:
1. H 0.4845
2. H 0.3086

Below is C2H7N3O in the gas phase at a distorted geometry, with properties calculated with ωB97M-V/def2-TZVPD.

Structure (XYZ):
```
13
Properties=species:S:1:pos:R:3
H 2.056 -0.019 -0.175
O 0.179 0.082 -2.562
N 1.282 0.235 -1.835
H 0.770 1.146 1.883
H -2.173 0.044 -0.210
H -0.591 0.132 -1.823
H -1.323 -1.406 0.015
C 1.027 0.251 -0.606
H 0.773 -0.847 1.755
N -0.201 0.342 0.158
H -0.681 0.213 2.231
C 0.167 0.215 1.490
N -1.285 -0.389 -0.319
```

Properties
ΔE to the lowest compared entry with this formula, charge and spin: 128.1 kcal per mole
HOMO: -8.77 eV
LUMO: 0.629 eV
SMILES: CN(N)/C=N\O
Kohn-Sham gap: 9.402 eV
strongest force on any atom: 5.44 eV Å⁻¹
E: -8700.723 eV

These are the natural (NBO) partial charges, in e, on atoms 1 to 2:
1. H 0.2107
2. O -0.5594

Below is C2H7N3O in the gas phase, with properties calculated with ωB97M-V/def2-TZVPD.

Structure (XYZ):
```
13
Properties=species:S:1:pos:R:3
H -1.427 1.523 -0.336
C -0.706 -0.298 0.002
H 0.771 -0.684 1.490
H 1.560 -1.056 -1.304
N 1.758 -0.853 -0.334
H 0.311 -2.072 0.520
C 0.547 -1.005 0.462
H -1.844 -1.795 0.096
O 0.396 1.730 0.382
H 2.080 0.113 -0.277
N -1.870 -0.796 -0.087
H 0.895 2.230 -0.288
N -0.540 1.037 -0.400
```

Properties
ΔE to the lowest compared entry with this formula, charge and spin: 63.5 kcal per mole
HOMO: -9.42 eV
LUMO: 0.750 eV
SMILES: [H]/N=C(\CN)NO
Kohn-Sham gap: 10.170 eV
strongest force on any atom: 0.86 eV Å⁻¹
E: -8703.524 eV

These are the natural (NBO) partial charges, in e, on atoms 1 to 2:
1. H 0.3678
2. C 0.3991

Below is 2 unconnected molecules or ions with the total composition C2H7N3O at a distorted geometry, with properties calculated with ωB97M-V/def2-TZVPD.

Structure (XYZ):
```
13
Properties=species:S:1:pos:R:3
O 1.806 -0.110 0.152
N -2.683 0.169 0.873
N -1.722 -0.171 -0.149
H -3.061 1.135 0.750
H -2.323 -0.083 1.842
N -1.585 0.524 -1.088
H 1.907 1.249 -1.539
C 1.519 1.191 0.617
H 1.861 1.385 1.592
H -1.496 -1.159 0.027
C 2.379 0.961 -0.568
H 0.531 1.517 0.176
H 3.477 0.944 -0.609
```

Properties
ΔE to the lowest compared entry with this formula, charge and spin: 137.0 kcal per mole
HOMO: -8.52 eV
LUMO: 1.008 eV
Kohn-Sham gap: 9.525 eV
strongest force on any atom: 2.96 eV Å⁻¹
E: -8700.336 eV

These are the natural (NBO) partial charges, in e, on atoms 1 to 2:
1. O -0.5048
2. N -0.7280

Below is a molecular structure, C2H7N3O2 at a distorted geometry, with properties calculated with ωB97M-V/def2-TZVPD.

Structure (XYZ):
```
14
Properties=species:S:1:pos:R:3
H -2.940 -1.207 -0.579
H -1.225 1.229 -0.915
O 1.202 1.865 -0.224
C -1.008 0.342 -0.325
C 0.878 0.670 -0.170
N 2.511 0.309 1.484
H 2.376 0.069 2.467
H 2.491 1.331 1.392
N -1.005 -0.825 -1.036
O 1.314 -0.160 0.859
H -1.520 0.343 0.645
H -2.007 -2.476 -1.412
N -2.102 -1.532 -1.065
H 1.034 0.042 -1.119
```

Properties
ΔE to the lowest compared entry with this formula, charge and spin: 171.6 kcal per mole
HOMO (alpha / beta): -8.27 / -8.01 eV
LUMO (alpha / beta): -0.022 / -1.323 eV
Kohn-Sham gap (alpha / beta): 8.248 / 6.684 eV
strongest force on any atom: 2.37 eV Å⁻¹
E: -10746.636 eV

These are the natural (NBO) partial charges, in e, on atoms 1 to 2:
1. H 0.3666
2. H 0.2397

Below is 3 unconnected molecules or ions with the total composition C2H7N3O2 at a distorted geometry, with properties calculated with ωB97M-V/def2-TZVPD.

Structure (XYZ):
```
14
Properties=species:S:1:pos:R:3
C 0.013 1.340 0.959
N -0.961 -0.909 -1.848
N 0.494 0.150 0.990
H -0.787 1.662 1.627
O 1.096 0.848 -2.029
H -0.193 -0.450 -2.305
O -1.748 -2.010 0.054
H -0.688 -0.471 2.521
H 0.486 2.130 0.399
N 0.157 -0.675 1.985
H 0.295 -1.650 1.764
C -1.233 -1.429 -0.815
H 1.983 0.583 -2.300
H 1.086 0.880 -1.001
```

Properties
ΔE to the lowest compared entry with this formula, charge and spin: 63.4 kcal per mole
HOMO: -9.25 eV
LUMO: 0.797 eV
SMILES: N=C=O.C=NN.O
Kohn-Sham gap: 10.046 eV
strongest force on any atom: 2.66 eV Å⁻¹
E: -10751.328 eV

These are the natural (NBO) partial charges, in e, on atoms 1 to 2:
1. C -0.2117
2. N -0.7581

Below is 2 unconnected molecules or ions with the total composition C2H7N3O2 at a distorted geometry, with properties calculated with ωB97M-V/def2-TZVPD.

Structure (XYZ):
```
14
Properties=species:S:1:pos:R:3
H 1.482 -1.823 0.877
H 1.589 -1.121 -1.457
H 0.292 -0.026 -2.021
O -0.644 1.730 -2.448
H -0.284 0.035 3.650
H -1.410 0.027 0.936
N 0.676 -0.755 2.286
H -1.510 1.420 -2.711
N -1.083 0.019 -0.052
H -0.803 1.974 -1.474
C 0.845 -0.978 1.102
O -0.102 0.334 2.673
N 0.815 -0.473 -1.269
C 0.136 -0.362 -0.092
```

Properties
ΔE to the lowest compared entry with this formula, charge and spin: 79.6 kcal per mole
HOMO: -9.29 eV
LUMO: 0.734 eV
SMILES: [H]/N=C(N)\C=N/O.O
Kohn-Sham gap: 10.023 eV
strongest force on any atom: 4.14 eV Å⁻¹
E: -10750.623 eV

These are the natural (NBO) partial charges, in e, on atoms 1 to 2:
1. H 0.1953
2. H 0.4015

Below is a molecular structure, C2H7N3O2 at a distorted geometry, with properties calculated with ωB97M-V/def2-TZVPD.

Structure (XYZ):
```
14
Properties=species:S:1:pos:R:3
O -0.186 -1.712 0.728
H -0.493 1.580 1.332
O -2.116 -0.802 -0.032
N 0.221 0.508 -0.386
H -0.689 -1.447 -1.272
C -0.788 -1.088 -0.235
H -1.469 1.692 -0.133
H 2.808 -1.052 0.164
N 2.171 -0.460 -0.356
C -0.445 1.649 0.240
N 1.255 0.112 0.376
H 0.043 2.574 -0.070
H -2.220 -0.791 0.935
H 1.909 -0.762 -1.291
```

Properties
ΔE to the lowest compared entry with this formula, charge and spin: 117.6 kcal per mole
HOMO (alpha / beta): -8.93 / -8.93 eV
LUMO (alpha / beta): -0.516 / -0.516 eV
Kohn-Sham gap (alpha / beta): 8.409 / 8.410 eV
strongest force on any atom: 5.88 eV Å⁻¹
E: -10748.976 eV

These are the natural (NBO) partial charges, in e, on atoms 1 to 2:
1. O -0.7740
2. H 0.2036

Which value of E does entry 9 give?
-10750.623 eV